The following is a DFT calculation (the ωB97M-V functional and the def2-TZVPD basis) of a molecular structure, C21H32Cl3GeN4PPtS3 at a distorted geometry.

```
66
Properties=species:S:1:pos:R:3:forces:R:3:lowdin_spin:R:1
Pt -0.997434 2.320027 -0.584803 -0.425 -0.369 0.132 1.20
Cl -0.773772 2.819946 -2.937816 -0.027 -0.138 -0.099 0.30
Ge -1.494765 0.915971 -4.090334 0.051 0.558 -0.636 0.46
Cl 0.117200 0.620140 -5.464943 -0.324 -0.051 0.384 0.18
Cl -3.227343 1.679483 -5.082815 0.289 -0.258 0.264 0.19
C -3.948910 0.539300 0.135363 -0.072 0.039 0.074 0.01
C -3.994009 2.023664 0.106543 -0.072 -0.090 -0.031 0.03
N -2.960831 2.839172 -0.108093 0.614 -0.043 -0.178 0.14
C -3.423236 4.142448 -0.057300 -0.224 0.186 0.042 0.01
C -4.753825 4.106084 0.186002 0.175 0.155 -0.007 0.01
N -5.087168 2.773804 0.284790 0.108 -0.037 0.016 0.01
H -3.001329 0.200974 -0.283999 -0.010 -0.050 0.016 0.01
H -4.766884 0.113586 -0.445663 0.014 0.016 -0.022 0.00
H -4.037937 0.168650 1.158103 0.041 -0.002 -0.005 0.00
H -2.782715 4.995416 -0.198567 0.031 -0.035 -0.023 0.00
H -5.475607 4.897512 0.287708 -0.018 -0.026 0.022 0.00
H -6.013917 2.424550 0.479369 -0.004 -0.062 -0.021 0.00
C 2.566526 4.211298 1.875667 0.122 -0.039 0.028 0.01
C 1.821352 3.869808 0.584007 -0.354 -0.198 -0.039 0.02
C 0.804477 4.960420 0.223533 0.144 0.027 0.004 0.01
P 1.007706 2.198273 0.650446 0.408 0.458 0.513 0.19
C 0.471313 1.770457 2.364347 -0.425 0.002 -0.283 0.04
C -0.140107 0.363397 2.325718 0.172 0.046 0.075 0.02
C -0.562897 2.795795 2.848609 0.150 0.024 0.029 0.02
C 2.206008 0.920104 0.066838 -0.252 0.168 -0.203 0.04
C 2.518993 1.116459 -1.418080 -0.028 -0.028 0.060 0.01
C 3.466392 0.922578 0.930738 0.027 0.006 0.048 0.02
H 3.246331 5.039654 1.674739 -0.008 0.007 0.009 0.00
H 3.164221 3.383479 2.254719 0.009 0.050 0.035 0.00
H 1.883242 4.539212 2.657965 -0.008 -0.049 0.007 0.00
H 2.540717 3.785172 -0.236217 -0.012 -0.073 0.004 0.00
H 0.054151 5.079615 1.006702 -0.030 -0.020 -0.016 0.00
H 0.308569 4.754648 -0.726089 -0.017 0.065 -0.021 0.00
H 1.319991 5.915848 0.119428 0.018 -0.012 0.021 0.00
H 1.334351 1.785477 3.032516 0.108 0.025 -0.131 0.00
H -0.901308 0.300642 1.538444 -0.037 -0.083 0.049 0.01
H -0.618728 0.144397 3.279991 -0.015 0.016 -0.004 0.00
H 0.611162 -0.406829 2.152245 -0.040 -0.028 -0.058 0.00
H -1.366932 2.921528 2.117382 -0.053 0.004 0.080 0.01
H -0.114314 3.769172 3.037150 -0.055 0.029 -0.035 0.00
H -1.008869 2.455553 3.782979 0.015 -0.018 0.002 0.00
H 1.684340 -0.032146 0.183208 -0.036 0.003 0.067 0.00
H 3.085746 2.030779 -1.596109 -0.036 0.020 -0.029 0.00
H 1.605788 1.148179 -2.018367 0.057 0.018 -0.074 0.01
H 3.128136 0.286258 -1.775726 0.006 -0.003 0.012 0.00
H 4.017268 1.858629 0.837261 -0.001 -0.016 -0.006 0.00
H 4.125855 0.124849 0.586713 -0.011 -0.008 -0.001 0.00
H 3.250445 0.741106 1.983873 0.033 0.017 0.005 0.00
S -2.180054 -6.610585 -2.469855 0.004 -0.287 -0.167 0.79
C -1.401943 -5.231369 -1.953699 0.043 0.642 0.000 0.13
S -2.069757 -3.673751 -2.262430 0.472 -0.184 0.275 0.01
C -0.629167 -2.953004 -1.501442 -0.715 -0.241 -0.437 0.04
N 0.200261 -3.871034 -1.068609 0.535 -0.022 0.371 0.18
N -0.197371 -5.109718 -1.308234 -0.678 0.199 -0.327 0.09
C 0.640275 -6.196828 -0.929574 0.764 -0.562 0.323 0.02
C 1.972350 -5.937461 -0.586314 -0.369 0.230 -0.211 0.01
C 2.804102 -6.987481 -0.258768 0.046 -0.165 0.006 0.01
C 2.328935 -8.295037 -0.258214 -0.170 0.036 -0.029 0.02
C 1.001848 -8.549885 -0.582418 0.206 -0.181 0.056 0.01
C 0.158089 -7.504795 -0.898521 -0.227 0.464 -0.164 0.08
S -0.405536 -1.302778 -1.386720 0.075 -0.093 0.012 0.61
H 2.340148 -4.923621 -0.605641 0.058 0.018 0.012 0.00
H 3.839906 -6.793228 -0.017583 -0.010 0.035 0.015 0.00
H 2.983962 -9.115631 -0.000453 0.017 0.009 -0.002 0.00
H 0.622087 -9.561679 -0.564812 -0.020 0.006 -0.011 0.00
H -0.895579 -7.716655 -1.074890 -0.029 -0.108 0.205 0.03
```
Positions in Å, forces in eV/Å.

Summary:
* expectation value of S²: 8.794
* orbital gap (spin up / spin down): 0.290 / 0.185 hartree
* 2S+1: 6
* E: -6150.1831 Eh
* HOMO energy (spin up / spin down): -16.53 / -16.61 eV
* net charge: +3